1.
Molecular formula: C46H57EuFN9P2SiTe
Method: DFT, the ωB97M-V functional and the def2-TZVPD basis

Structure (XYZ):
```
118
C46H57EuFN9P2SiTe, DFT the ωB97M-V functional and the def2-TZVPD basis
Eu -7.05153 -23.50130 8.47022
C -4.62426 -19.77005 11.35589
Si -5.43632 -20.13378 9.69675
C -7.23832 -20.12567 10.02860
C -5.00486 -18.54279 8.72307
N -5.12510 -21.54666 8.82358
C -3.91077 -22.03691 8.61641
C -2.67783 -21.50621 9.10009
C -1.40668 -22.01153 8.83759
C -1.28402 -23.19467 8.13128
C -2.41936 -23.78292 7.64633
C -3.66394 -23.20190 7.80295
F -4.79984 -23.78151 7.27829
H -5.10980 -18.85060 11.81849
H -3.58139 -19.60084 11.29493
H -4.83294 -20.58927 12.10660
H -7.53405 -19.13542 10.36243
H -7.56954 -20.82406 10.75715
H -7.76175 -20.33414 9.07878
H -5.86949 -17.85163 8.69674
H -4.63738 -18.66703 7.69848
H -4.19583 -17.98701 9.20174
H -2.63987 -20.60236 9.71445
H -0.57104 -21.55205 9.32659
H -0.37424 -23.75417 7.95972
H -2.42871 -24.66921 7.06027
N -9.55404 -21.99221 8.13100
C -10.72320 -22.02343 9.04351
C -10.25231 -22.44972 10.49822
C -9.90868 -23.89775 10.88412
N -8.86213 -24.51928 10.03591
H -9.66759 -21.37513 7.34477
H -9.51596 -22.89840 7.56138
H -11.45081 -22.68198 8.59259
H -11.06026 -20.94567 9.09921
H -10.89539 -21.99556 11.25816
H -9.32311 -21.89904 10.67801
H -10.78674 -24.54296 10.87830
H -9.46693 -23.93416 11.92333
H -9.20888 -24.73718 9.05536
H -8.62096 -25.44765 10.45010
C -7.37985 -18.12394 5.86618
N -7.37512 -19.00088 4.61902
P -6.10977 -20.14256 4.99110
C -4.51548 -19.15150 4.72743
C -3.41580 -20.00975 4.89491
C -2.12016 -19.57728 4.59580
C -1.93002 -18.24632 4.17953
C -3.03148 -17.43682 3.96798
C -4.28781 -17.86626 4.31182
C -6.00971 -21.08586 3.48656
C -6.20079 -22.47558 3.65888
C -6.05266 -23.30434 2.52192
C -5.77060 -22.77021 1.29761
C -5.67711 -21.41184 1.09266
C -5.86211 -20.58202 2.19873
P -8.98593 -19.80681 4.62228
C -9.98469 -18.27255 4.30177
C -9.49418 -17.19630 3.54038
C -10.23455 -16.05462 3.40475
C -11.50344 -15.92942 4.00943
C -11.96281 -16.95571 4.80993
C -11.23450 -18.12620 4.97667
C -9.23457 -20.64642 2.99456
C -9.38684 -19.97588 1.77316
C -9.81832 -20.67467 0.61579
C -10.01764 -22.04622 0.67538
C -9.78719 -22.71710 1.86270
C -9.40549 -22.02501 3.01460
H -6.34426 -18.09847 6.32548
H -8.03579 -18.50333 6.61352
H -7.62684 -17.08471 5.69091
H -3.58572 -21.06151 5.16554
H -1.27400 -20.22976 4.66224
H -0.96331 -17.83992 3.98299
H -2.93848 -16.41251 3.58211
H -5.09893 -17.16463 4.14556
H -6.37840 -22.84883 4.67598
H -6.13513 -24.40358 2.71197
H -5.67650 -23.40907 0.43140
H -5.55869 -21.03479 0.06779
H -5.74326 -19.53082 2.10274
H -8.59238 -17.31104 2.98426
H -9.85255 -15.25426 2.81408
H -12.12850 -15.06329 3.99158
H -12.89466 -16.81960 5.30368
H -11.53548 -18.96127 5.64953
H -9.22078 -18.93149 1.72598
H -9.92093 -20.00487 -0.25475
H -10.30125 -22.54294 -0.20050
H -9.86684 -23.83069 1.96078
H -9.10667 -22.56172 3.92827
N -3.34657 -25.24383 12.94818
C -4.48614 -24.48628 12.93756
C -4.96042 -23.99770 11.67587
N -6.05436 -23.30933 11.56524
C -6.66690 -22.97073 12.71470
C -6.22418 -23.46323 13.89491
N -5.11883 -24.28676 14.04646
H -2.95012 -25.54471 12.04940
H -3.13355 -25.82487 13.72948
H -4.34222 -24.16565 10.77112
H -7.45832 -22.26726 12.67936
H -6.79108 -23.25218 14.78728
Te -8.95085 -24.85861 6.34608
N -8.63063 -28.85430 8.20969
C -7.60548 -28.06655 8.75677
C -7.34204 -28.12916 10.14094
C -6.26102 -27.41085 10.64628
N -5.44659 -26.66603 9.89799
C -5.66378 -26.66444 8.52031
C -6.72424 -27.31291 7.97776
H -9.18264 -29.43797 8.83726
H -8.89895 -28.67666 7.24518
H -7.98555 -28.72138 10.78874
H -6.02304 -27.49524 11.67592
H -4.97920 -26.06671 7.89257
H -6.98840 -27.21815 6.93027
```

ΔE to the lowest compared entry with this formula, charge and spin: 178.6 kJ/mol
2S+1: 8
Total charge: -1
E_LUMO (alpha / beta): 2.4 / 2.4 eV


2.
Molecular formula: C6H11N
Method: DFT, the ωB97M-V functional and the def2-TZVPD basis

Structure (XYZ):
```
18
C6H11N, DFT the ωB97M-V functional and the def2-TZVPD basis
C 0.92892 -1.31493 -1.96325
C 0.23721 -0.21209 -1.72919
C -0.48037 0.22507 -0.51638
N -1.86966 0.43411 -0.75419
C 0.05364 0.39465 0.70130
C -0.78932 0.81790 1.86853
C 1.47956 0.05263 1.02273
H 1.25091 -1.43641 -2.98074
H 1.14350 -2.00738 -1.16485
H 0.03405 0.41300 -2.59895
H -2.43418 -0.07104 -0.08323
H -2.17798 0.09111 -1.65751
H -0.32053 1.61774 2.43737
H -1.79190 1.06758 1.53465
H -0.92971 -0.03874 2.54540
H 1.96070 -0.61024 0.30494
H 1.55703 -0.35586 2.02360
H 2.14814 0.93289 1.00977
```

ΔE to the lowest compared entry with this formula, charge and spin: 120.3 kJ/mol
2S+1: 1
Total charge: 0
E_LUMO: 1.1 eV


3.
Molecular formula: C16H29Br4CaCl3F6NO12P2V
Method: DFT, the ωB97M-V functional and the def2-TZVPD basis

Structure (XYZ):
```
75
C16H29Br4CaCl3F6NO12P2V, DFT the ωB97M-V functional and the def2-TZVPD basis
C 1.10612 3.50930 1.10573
C 1.11670 1.87988 1.28758
Br 0.30421 1.12733 3.00066
C 1.67017 0.99471 0.21976
Br 1.54889 -1.00424 0.60847
C 2.31188 1.47747 -1.20944
C 3.46072 2.64500 -1.25528
C 4.58040 2.75637 -0.06206
C 5.46707 1.39987 0.18505
C 6.79479 1.84241 1.06562
O 4.74533 0.38387 1.00873
C 3.94145 2.43523 -2.81649
O 4.42835 3.32552 -3.68885
O 3.74992 1.03994 -3.33235
C 2.95088 0.38184 -2.24706
O 3.90714 -0.62882 -1.76876
P 1.44015 -0.46622 -3.05375
O 1.86763 -1.94946 -3.88172
Br 0.78535 0.93272 -4.77854
H 0.15474 3.95795 1.66940
H 1.04265 3.87672 -0.01222
H 2.04748 3.96292 1.68250
H 1.38656 1.89246 -1.83443
H 3.05037 3.76452 -1.29396
H 5.34898 3.60137 -0.40844
H 4.14804 3.10184 0.97346
H 5.82206 0.86472 -0.79370
H 6.45213 2.02995 2.18492
H 7.15643 2.89995 0.66239
H 7.68196 1.07849 1.00966
H 5.35421 0.02175 1.72364
H 3.94507 -1.41151 -2.39628
H 2.80443 -1.92034 -4.24349
Ca 0.86217 3.48426 -5.03856
C -2.71390 1.34263 5.39985
O -3.95780 0.95260 5.63449
H -2.16939 0.83357 4.58649
H -2.55952 2.39845 5.11923
H -1.98856 1.24253 6.22515
O -4.14374 -2.07997 6.98673
H -4.87519 -2.05335 7.62189
H -4.27612 -1.28832 6.44399
C -0.60594 -4.08453 -1.67156
C -1.58146 -3.14329 -2.35925
N -2.39072 -2.36250 -2.92978
H 0.39858 -3.65243 -1.68112
H -0.91341 -4.24784 -0.63496
H -0.58516 -5.04567 -2.19250
Br 0.19983 -1.72039 2.52221
O -5.17656 -2.93496 0.82198
V -3.97255 -4.21315 0.76777
O -2.76862 -5.49128 0.71356
C -1.50255 7.99322 -7.95404
C -0.65273 6.77172 -7.64890
O -0.04816 6.27433 -8.63923
O -0.66083 6.40992 -6.43897
H -1.45480 8.25640 -9.01510
H -2.54636 7.79359 -7.69390
H -1.14809 8.84738 -7.36954
O -3.34583 -7.41973 3.26424
H -3.15490 -6.50077 3.58231
H -2.89165 -8.09884 3.82510
H -3.11405 -7.52709 2.30670
C -2.15424 6.25195 1.77260
Cl -2.25502 6.61365 0.04107
Cl -2.33990 4.51295 2.05676
Cl -0.61875 6.83107 2.44085
H -2.96943 6.77293 2.28122
F -4.94718 -10.32300 3.95937
P -5.49954 -10.21735 2.50604
F -6.22326 -11.36931 1.74588
F -5.14806 -9.60000 1.11898
F -6.93524 -10.28873 3.10792
F -4.18726 -11.05175 2.40329
F -5.55639 -8.67245 2.70096
```

2S+1: 1
Total charge: 0
E_LUMO: -4.9 eV


| no. | molecular weight (Da) |
| --- | --- |
| 1 | 1124.6 |
| 2 | 97.2 |
| 3 | 1120.3 |